{"formula": "C5H8O2", "method": "ωB97M-V/def2-TZVPD", "de_lowest_kcal_mol": 5.0, "fmax_ha_per_bohr": 0.0123, "e_lumo_ev": 0.7, "total_charge": 0, "symbols": ["C", "C", "C", "C", "C", "O", "O", "H", "H", "H", "H", "H", "H", "H", "H"], "xyz": [[1.2315, -0.4259, -0.9244], [0.0805, 0.1093, -0.0986], [-0.9605, 0.8693, -0.9175], [-0.4672, -0.8520, 0.9729], [0.1127, 0.1598, 1.9477], [0.1682, 0.3138, 3.1302], [0.6143, 0.9720, 0.9761], [1.9609, -0.9380, -0.2891], [0.8674, -1.1305, -1.6796], [1.7398, 0.3958, -1.4378], [-1.8344, 0.2437, -1.1245], [-1.2886, 1.7501, -0.3586], [-0.5473, 1.2047, -1.8738], [-1.5526, -0.9707, 1.0269], [0.0186, -1.8316, 1.0166]], "atomic_forces_ev_per_a": [[0.0, 0.0, 0.0], [0.0, -0.1, -0.3], [0.0, 0.0, 0.0], [0.0, -0.1, 0.0], [0.0, 0.0, 0.6], [0.0, -0.1, -0.6], [0.0, 0.1, 0.1], [-0.1, 0.1, -0.1], [0.0, 0.1, 0.1], [-0.1, -0.1, 0.1], [0.2, 0.1, 0.0], [0.0, -0.2, -0.1], [0.0, 0.0, 0.2], [0.2, 0.1, 0.0], [-0.1, 0.2, 0.0]]}

***

{"formula": "C7H15N4", "method": "ωB97M-V/def2-TZVPD", "de_lowest_kcal_mol": 65.3, "fmax_ha_per_bohr": 0.1613, "e_lumo_ev": -4.4, "total_charge": 1, "symbols": ["C", "C", "C", "C", "C", "C", "C", "N", "N", "N", "N", "H", "H", "H", "H", "H", "H", "H", "H", "H", "H", "H", "H", "H", "H", "H"], "xyz": [[-1.3583, 0.8208, -0.6208], [-1.1044, 0.8989, -1.9551], [-0.0955, 0.3907, -0.1074], [-2.5159, 1.2275, 0.1687], [-1.9478, 1.2820, -3.2003], [1.9636, -0.5512, -1.4621], [0.3885, 0.0072, 1.4425], [0.1993, 0.5098, -2.2848], [0.7498, 0.1314, -1.2075], [-0.3967, 0.0467, 2.4325], [2.4463, -1.9644, 2.0673], [-3.3425, 1.2266, -0.4628], [-2.9166, 0.6500, 1.0024], [-2.4195, 2.2288, 0.6929], [-2.1764, 2.3110, -2.9994], [-1.2480, 1.1549, -4.0011], [-2.8774, 0.5742, -3.1977], [2.6548, -0.7698, -0.7004], [1.6292, -1.4648, -1.9330], [2.3701, -0.1594, -2.3955], [1.4131, -0.4009, 1.3547], [0.0492, -0.0751, 3.3500], [-1.4357, 0.1912, 2.3189], [2.6986, -2.5599, 2.8119], [3.2694, -1.5757, 1.7010], [1.8454, -2.5431, 1.5557]], "atomic_forces_ev_per_a": [[2.8, -0.6, 1.5], [0.9, -0.2, -3.6], [1.4, -2.0, 3.7], [-0.3, 1.6, 2.0], [-0.6, -1.7, 3.0], [0.1, -1.5, -2.1], [-0.7, 0.8, -8.2], [-3.6, 0.8, -0.6], [-0.9, 1.5, 3.1], [-0.9, 0.1, 1.4], [-0.9, 0.6, 1.9], [-1.6, 0.6, -1.2], [0.6, -1.0, 0.0], [0.1, -0.7, -1.1], [-0.7, 0.6, -0.7], [-0.3, 0.0, -0.8], [1.6, 1.6, -0.5], [0.6, 0.3, 1.1], [0.0, -1.0, 0.6], [0.6, 0.9, 0.7], [-0.6, 0.7, 1.5], [-0.8, -0.2, -0.2], [1.7, 0.1, 0.3], [0.6, -0.4, 1.3], [1.0, 0.0, -1.3], [-0.3, -0.7, -1.9]]}

***

{"formula": "C17H24CeN9O6S4", "method": "ωB97M-V/def2-TZVPD", "spin_multiplicity": 2, "de_lowest_kcal_mol": 0.0, "fmax_ha_per_bohr": 0.0253, "e_lumo_ev": [-0.3, -0.3], "total_charge": 0, "symbols": ["Ce", "S", "C", "S", "S", "O", "C", "C", "C", "C", "C", "C", "C", "O", "N", "O", "O", "H", "H", "H", "H", "N", "C", "C", "C", "C", "N", "C", "N", "N", "C", "O", "O", "H", "H", "H", "H", "H", "H", "H", "H", "H", "H", "H", "H", "H", "H", "C", "C", "N", "N", "C", "S", "N", "N", "H", "H", "H", "H", "H", "H"], "xyz": [[0.0519, 0.1993, 0.6750], [0.1524, 3.7995, -1.2885], [0.8679, 2.8008, -0.1558], [2.1355, 1.6650, -0.5408], [0.4087, 2.8689, 1.5085], [1.9732, -1.1236, 1.4610], [2.3731, -1.4828, 2.5781], [1.7935, -1.1669, 3.8384], [2.4146, -1.6224, 5.0071], [1.9377, -1.2679, 6.2464], [0.7995, -0.4376, 6.3597], [0.1595, -0.0001, 5.2454], [0.5910, -0.3586, 3.9247], [-0.0660, -0.0025, 2.9052], [2.6128, -1.7202, 7.4182], [2.1923, -1.3396, 8.4943], [3.5724, -2.4568, 7.2748], [3.2846, -2.1075, 2.6299], [3.2794, -2.2689, 4.9508], [0.4596, -0.1845, 7.3526], [-0.7130, 0.6298, 5.3197], [0.4387, -2.1135, -0.6153], [-0.0917, -2.1451, -1.9855], [0.8748, -2.7217, -3.0376], [2.2943, -2.1368, -3.0407], [2.3739, -0.6141, -3.1257], [1.7268, -0.1031, -4.3181], [0.9718, 0.9979, -4.3381], [0.2408, 1.2492, -5.4469], [1.0747, 1.9071, -3.4039], [-0.6024, -0.7175, -2.4061], [-0.9134, -0.5534, -3.5817], [-0.6574, 0.1513, -1.4895], [1.4540, -1.9850, -0.6590], [0.2775, -3.0124, -0.1608], [-0.9977, -2.7653, -1.9878], [0.3995, -2.5588, -4.0063], [0.9676, -3.8004, -2.8887], [2.8421, -2.5740, -3.8798], [2.8200, -2.4350, -2.1305], [3.4251, -0.3026, -3.1133], [1.8950, -0.1766, -2.2440], [1.5637, -0.7808, -5.0465], [-0.0783, 0.4604, -5.9829], [-0.4357, 1.9913, -5.3650], [1.6372, 1.7785, -2.5448], [0.4510, 2.7036, -3.3251], [-4.5368, 3.4817, -0.8106], [-4.5085, 2.1289, -0.2237], [-5.5251, 1.3688, 0.0267], [-5.0207, 0.2122, 0.5118], [-3.6718, 0.2307, 0.5578], [-2.6572, -0.9912, 1.0307], [-3.3380, 1.4815, 0.1003], [-2.0478, 1.9598, 0.0378], [-5.5689, 3.8021, -0.9036], [-4.0755, 3.4738, -1.7984], [-3.9849, 4.1912, -0.1958], [-5.6268, -0.5382, 0.7995], [-1.8674, 2.7391, 0.6941], [-1.8045, 2.2936, -0.9049]], "atomic_forces_ev_per_a": [[-0.3, 0.1, 0.1], [-0.3, 0.6, -0.1], [0.5, 0.5, 0.4], [0.4, 0.4, 0.2], [0.3, 0.3, 0.1], [0.4, -0.4, 0.4], [0.3, -0.2, -0.2], [-0.8, 0.5, 0.1], [0.0, 0.0, 0.3], [-0.5, 0.3, -1.2], [0.3, -0.2, 0.1], [-0.1, 0.0, -0.4], [0.5, -0.4, 0.8], [-0.1, -0.1, 0.9], [0.3, -0.2, 0.4], [0.0, 0.0, 0.2], [0.1, -0.1, 0.1], [-0.1, 0.1, -0.1], [0.1, 0.0, 0.0], [-0.1, 0.1, 0.0], [-0.1, 0.0, 0.0], [0.3, -0.4, -0.4], [-0.2, 0.4, -0.4], [-0.1, 0.1, 0.1], [-0.3, 0.2, -0.1], [0.2, -0.1, 0.3], [0.1, -0.3, -0.3], [0.4, 0.4, -0.3], [0.0, 0.2, -0.2], [0.0, -0.2, -0.4], [0.1, -1.0, -0.3], [-0.4, -0.1, 0.0], [-0.3, 0.1, -0.7], [-0.3, -0.2, 0.2], [0.1, 0.3, 0.0], [0.1, 0.1, 0.0], [0.0, -0.1, 0.0], [-0.1, 0.0, -0.1], [0.1, -0.1, 0.1], [0.1, 0.0, -0.1], [-0.1, 0.0, 0.1], [0.1, 0.0, -0.2], [-0.1, 0.2, 0.0], [-0.1, -0.1, 0.2], [0.0, -0.1, 0.0], [-0.1, -0.1, -0.1], [0.1, -0.2, 0.0], [-0.1, 0.1, 0.0], [-0.1, -0.2, 0.1], [-0.7, 0.7, -0.3], [1.1, 0.3, -0.1], [-0.1, 0.2, -0.1], [0.0, -0.7, 0.3], [-0.9, -0.6, 0.2], [0.2, 0.4, 0.0], [0.0, 0.0, 0.0], [0.0, 0.0, 0.0], [0.0, 0.0, 0.0], [0.1, 0.0, 0.0], [-0.3, -0.4, -0.2], [-0.1, -0.3, 0.4]]}

***

{"formula": "C44H27F4MnN12O4", "method": "ωB97M-V/def2-TZVPD", "spin_multiplicity": 5, "de_lowest_kcal_mol": 2.2, "fmax_ha_per_bohr": 0.0201, "e_lumo_ev": [-2.3, -2.6], "total_charge": 0, "symbols": ["Mn", "C", "C", "N", "C", "C", "N", "C", "O", "O", "C", "O", "O", "H", "H", "H", "H", "H", "C", "C", "C", "C", "C", "C", "C", "N", "C", "N", "C", "C", "C", "C", "C", "C", "C", "N", "C", "C", "C", "C", "C", "C", "C", "H", "H", "H", "H", "H", "H", "H", "H", "H", "H", "H", "H", "H", "H", "H", "H", "H", "H", "H", "H", "H", "H", "F", "C", "C", "F", "C", "C", "C", "F", "C", "C", "C", "N", "C", "N", "F", "C", "C", "N", "C", "N", "N", "C", "C", "C", "N", "C", "N"], "xyz": [[-0.3940, -0.4182, -0.0389], [-1.5545, -3.3238, -2.3465], [-0.2973, -3.2350, -1.5625], [0.0456, -2.3141, -0.6679], [1.2801, -2.6628, -0.1703], [1.6876, -3.8184, -0.7557], [0.6791, -4.1579, -1.6228], [2.8802, -4.7020, -0.6316], [3.8069, -4.3359, 0.2269], [2.9284, -5.6986, -1.3089], [1.8920, -1.7913, 0.8630], [2.9633, -2.1001, 1.3672], [1.1711, -0.7711, 1.1396], [-2.4061, -3.0752, -1.7164], [-1.6799, -4.3318, -2.7372], [-1.5458, -2.6217, -3.1788], [0.7145, -4.9882, -2.1988], [3.5785, -3.4787, 0.7036], [-5.3294, -3.5440, 3.1600], [-5.9048, -2.1697, 2.9730], [-7.2609, -1.9212, 3.1479], [-7.7917, -0.6512, 2.9793], [-6.9615, 0.4097, 2.6509], [-5.6030, 0.1914, 2.4922], [-5.0870, -1.0905, 2.6333], [-3.6931, -1.3075, 2.4760], [-2.9651, -0.9716, 1.3872], [-3.6821, -0.5789, 0.3237], [-3.2529, -0.2403, -0.9693], [-1.9204, -0.2385, -1.3667], [-1.6390, 0.0254, -2.7101], [-2.6499, 0.3034, -3.6138], [-3.9665, 0.3361, -3.1851], [-4.2893, 0.0618, -1.8701], [-5.7240, 0.0931, -1.4156], [-1.6534, -1.0889, 1.3676], [-1.0190, -1.5174, 2.5893], [-0.5342, -2.8221, 2.6344], [0.1403, -3.2840, 3.7483], [0.3248, -2.4317, 4.8289], [-0.1891, -1.1482, 4.7902], [-0.8812, -0.6621, 3.6814], [-1.4687, 0.7198, 3.7292], [-6.1218, -4.2780, 3.2857], [-4.6939, -3.5914, 4.0472], [-4.7180, -3.8395, 2.3064], [-7.9114, -2.7444, 3.4129], [-8.8510, -0.4897, 3.1119], [-7.3620, 1.4073, 2.5415], [-4.9335, 1.0152, 2.2800], [-3.1872, -1.7822, 3.2116], [-4.6832, -0.5817, 0.4653], [-0.6280, 0.0176, -3.0745], [-2.4013, 0.5170, -4.6432], [-4.7580, 0.5808, -3.8801], [-6.3720, 0.3698, -2.2434], [-5.8811, 0.8237, -0.6192], [-6.0651, -0.8794, -1.0508], [-0.6799, -3.4609, 1.7727], [0.5318, -4.2912, 3.7670], [0.8703, -2.7668, 5.6991], [-0.0502, -0.4890, 5.6370], [-0.7740, 1.4181, 4.1905], [-2.3822, 0.7218, 4.3286], [-1.7202, 1.0998, 2.7399], [-1.6374, 3.0731, -1.6239], [-1.1146, 4.3148, -1.5156], [-1.1025, 5.1100, -2.6335], [-1.6016, 4.6036, -3.7652], [-0.5941, 6.4266, -2.6110], [-0.1071, 6.8536, -1.3547], [-0.1200, 6.0449, -0.2420], [0.3909, 6.5267, 0.8947], [-0.6174, 4.7359, -0.2781], [-0.6034, 3.8537, 0.8676], [-0.6443, 2.5014, 0.6893], [-0.6805, 1.3493, 0.5145], [-0.5316, 4.2888, 2.2171], [-0.5293, 4.6015, 3.3237], [0.3959, 8.0823, -1.2255], [-0.5763, 7.2558, -3.7655], [0.0338, 8.5338, -3.7982], [0.5384, 9.5636, -3.8939], [-1.1823, 6.8839, -4.9912], [-1.6750, 6.6462, -6.0039], [0.8703, 0.2359, -1.3116], [1.4354, 1.0643, -1.9106], [2.0397, 2.0518, -2.6242], [2.4917, 3.2123, -1.9461], [2.8279, 4.1598, -1.3879], [2.1120, 1.9255, -4.0353], [2.1523, 1.8231, -5.1802]], "atomic_forces_ev_per_a": [[-0.7, -0.8, 0.0], [0.0, 0.0, 0.0], [-0.1, -0.1, 0.1], [0.1, 0.2, -0.2], [0.1, -0.2, -0.1], [0.1, 0.0, 0.1], [0.0, 0.1, 0.0], [0.1, 0.1, 0.1], [-0.1, 0.0, -0.1], [0.0, -0.1, 0.0], [0.0, -0.1, 0.0], [0.2, 0.0, 0.1], [-0.1, 0.2, 0.1], [0.0, 0.0, 0.0], [0.0, 0.0, 0.0], [0.0, 0.0, 0.0], [0.0, 0.0, 0.0], [-0.1, -0.1, -0.1], [0.0, 0.0, 0.0], [0.0, 0.0, 0.0], [0.0, 0.0, 0.0], [0.1, 0.0, 0.0], [0.0, 0.0, 0.0], [-0.1, 0.1, 0.1], [-0.1, -0.1, 0.1], [0.3, -0.1, 0.2], [0.1, -0.1, -0.2], [0.0, 0.2, 0.0], [0.1, -0.1, 0.0], [0.0, 0.0, -0.1], [-0.1, 0.0, 0.1], [0.1, 0.0, 0.1], [0.0, 0.0, 0.0], [0.0, 0.0, 0.0], [0.0, 0.0, 0.0], [0.1, 0.1, -0.1], [-0.1, -0.2, 0.0], [0.0, 0.0, 0.0], [0.0, 0.0, 0.0], [0.0, 0.0, 0.0], [0.0, 0.0, 0.0], [0.0, 0.0, 0.0], [-0.1, 0.0, -0.1], [0.0, 0.0, 0.0], [0.0, 0.0, 0.0], [0.0, 0.0, 0.0], [0.0, 0.0, 0.0], [-0.1, 0.0, 0.0], [0.0, 0.0, 0.0], [0.0, 0.0, 0.0], [0.0, 0.1, 0.0], [0.2, 0.0, 0.0], [0.1, 0.0, 0.0], [0.0, 0.0, 0.0], [0.0, 0.0, 0.0], [0.0, 0.0, 0.0], [0.0, 0.0, 0.0], [0.0, -0.1, 0.0], [0.0, 0.0, 0.0], [0.0, 0.0, 0.0], [0.0, 0.0, 0.0], [0.0, 0.0, 0.0], [0.0, 0.1, 0.0], [0.0, 0.0, 0.0], [0.0, 0.0, 0.1], [0.1, 0.3, -0.1], [0.0, -0.1, -0.2], [-0.1, -0.2, 0.0], [0.1, 0.1, 0.2], [0.0, 0.0, 0.1], [0.1, 0.1, 0.1], [0.1, 0.1, 0.0], [-0.1, -0.1, -0.2], [0.1, 0.1, -0.1], [0.0, -0.1, 0.1], [0.1, -0.2, -0.2], [-0.1, 0.4, 0.2], [-0.1, 0.1, -0.2], [0.0, 0.0, 0.3], [-0.1, -0.3, 0.0], [0.0, 0.0, 0.0], [0.0, -0.1, 0.0], [0.0, 0.2, 0.0], [0.0, 0.0, 0.1], [-0.1, 0.0, -0.2], [0.6, 0.2, -0.2], [-0.4, 0.0, 0.1], [0.1, 0.0, -0.1], [0.0, -0.1, -0.1], [0.0, 0.2, 0.1], [0.0, 0.1, 0.0], [0.0, -0.1, -0.2]]}